Entry 1:
ORCA calculation (ωB97M-V/def2-TZVPD) on a molecular structure, C33H26CoN8O5S4.

XYZ file:
```
77
C33H26CoN8O5S4, DFT ωB97M-V/def2-TZVPD
Co 0.58814 -1.39993 -0.70815
C -0.96260 2.42278 0.56313
O -2.32367 2.27291 0.15494
C -2.81094 1.10889 -0.37828
C -4.16274 1.14931 -0.64411
C -4.84679 0.06363 -1.19725
C -4.14828 -1.08271 -1.46952
C -2.77358 -1.15761 -1.20560
C -2.10331 -2.40144 -1.46951
N -0.87015 -2.65154 -1.29013
N -0.47246 -3.96148 -1.50714
C 0.80265 -4.03357 -1.40834
O 1.57163 -3.00283 -1.28664
C 1.43145 -5.38415 -1.46193
C 0.65616 -6.54214 -1.48244
C 1.26834 -7.78687 -1.49624
C 2.65617 -7.88395 -1.49941
C 3.42945 -6.73111 -1.47294
C 2.81774 -5.48474 -1.45256
C -2.06166 -0.07046 -0.66989
O -0.78019 -0.13576 -0.45351
H -0.89130 3.43537 0.95967
H -0.30046 2.31354 -0.27992
H -0.68278 1.71004 1.33398
H -4.68508 2.07034 -0.40636
H -5.90829 0.13296 -1.39987
H -4.64928 -1.94670 -1.89813
H -2.70861 -3.22587 -1.83352
H -0.42181 -6.43941 -1.47264
H 0.66273 -8.68640 -1.49467
H 3.13030 -8.85922 -1.51947
H 4.51009 -6.80858 -1.45590
H 3.39906 -4.57171 -1.42299
N -2.08887 3.12877 4.34239
C -1.68299 1.85809 3.93242
C -0.49099 1.30666 4.41150
C -0.10268 0.03263 4.03558
C -0.90764 -0.69795 3.16794
C -2.10334 -0.16562 2.69378
C -2.49239 1.10162 3.08297
S -0.37532 -2.24465 2.51918
O -1.51523 -2.84088 1.88430
O 0.31211 -2.98729 3.53305
N 0.63245 -1.83303 1.30846
C 1.91527 -1.43637 1.44939
N 2.61465 -1.28421 2.58551
C 3.89770 -0.98002 2.43820
C 4.52634 -0.81653 1.20588
C 3.70871 -0.89765 0.09735
N 2.42362 -1.16631 0.22357
H -1.35477 3.73904 4.65787
H -2.75364 3.58435 3.74064
H 0.13926 1.89707 5.07065
H 0.82248 -0.40659 4.38993
H -2.70971 -0.75740 2.01714
H -3.41416 1.52930 2.69972
H 4.45527 -0.85194 3.36299
H 5.57796 -0.58873 1.12096
H 4.06871 -0.73099 -0.91318
S 2.52498 4.72209 0.60145
C 2.05486 3.60138 -0.53203
S 2.43514 1.92159 -0.38939
C 1.51725 1.54204 -1.85144
N 1.00406 2.59990 -2.37181
N 1.30141 3.74785 -1.66234
C 0.55618 4.91274 -2.06030
C 1.06236 6.19693 -1.91422
C 0.28496 7.28423 -2.29499
C -0.98264 7.09947 -2.82594
C -1.47527 5.81079 -2.98234
C -0.71134 4.71767 -2.60575
S 1.37903 -0.02818 -2.56165
H 2.04399 6.34955 -1.49499
H 0.67795 8.28468 -2.16350
H -1.57905 7.95376 -3.12242
H -2.46831 5.65016 -3.38478
H -1.08827 3.71044 -2.71642
```

Multiplicity: 1
Frontier orbital gap (spin up / spin down): 0.249 / 0.244 hartree
Charge: -1

=====

Entry 2:
ORCA calculation (ωB97M-V/def2-TZVPD) on a single C23H33N3O4 molecule.

XYZ file:
```
63
C23H33N3O4, DFT ωB97M-V/def2-TZVPD
C 2.30186 5.01260 -0.63034
C 2.85163 3.59848 -0.48967
C 2.67484 3.06466 0.93064
C 2.99787 1.57591 1.05522
C 4.47858 1.25653 0.85101
C 4.80902 -0.21829 1.09218
C 4.12145 -1.13127 0.07942
C 4.46441 -2.60536 0.27968
C 3.78875 -3.51473 -0.75989
C 2.28357 -3.46247 -0.59251
O 1.64741 -4.18903 0.13478
N 1.69296 -2.51279 -1.37861
N 0.37930 -2.11260 -1.16583
C 0.08849 -0.80842 -1.13306
O 0.97966 0.04066 -1.34225
C -1.30609 -0.42579 -0.86717
C -1.61075 0.92210 -0.79337
O -0.71237 1.87177 -0.96624
H 0.16525 1.41198 -1.15303
C -2.96078 1.32687 -0.50823
C -3.28859 2.68506 -0.41594
C -4.57444 3.07718 -0.13961
C -5.55395 2.10646 0.05217
C -5.25301 0.76588 -0.03320
C -3.94824 0.33922 -0.32082
N -3.61426 -0.98822 -0.42626
C -2.32415 -1.43225 -0.66647
O -2.10760 -2.64248 -0.71016
C -4.61557 -2.02672 -0.23576
C -4.85088 -2.32701 1.24565
C -5.92297 -3.39384 1.42133
H -6.07334 -3.60854 2.47601
H -5.62792 -4.31327 0.92197
H -6.86996 -3.06224 0.99996
H -3.91201 -2.67429 1.68007
H -5.14460 -1.41393 1.76865
H -5.54120 -1.73531 -0.73515
H -4.22728 -2.92507 -0.72162
H -6.04229 0.05213 0.12991
H -6.56762 2.40516 0.27418
H -4.82630 4.12358 -0.06910
H -2.50122 3.40601 -0.56872
H -0.33197 -2.81320 -0.93583
H 2.24346 -1.76589 -1.79045
H 4.10988 -4.54390 -0.59681
H 4.07114 -3.20707 -1.76743
H 4.15155 -2.92018 1.27722
H 5.54615 -2.74120 0.21049
H 3.04597 -0.99713 0.18106
H 4.41352 -0.82138 -0.92793
H 4.49924 -0.50047 2.10120
H 5.89144 -0.35662 1.02740
H 4.77235 1.52048 -0.16629
H 5.07052 1.86689 1.53795
H 2.40038 1.03812 0.31910
H 2.70004 1.23134 2.04919
H 3.30310 3.63810 1.61709
H 1.63450 3.21692 1.22948
H 3.91022 3.59856 -0.75512
H 2.33118 2.93779 -1.18609
H 2.80229 5.68787 0.06093
H 1.23598 5.02834 -0.41340
H 2.45144 5.38427 -1.64158
```

SMILES: CCCCCCCCCC(=O)NNC(=O)c1c(O)c2ccccc2n(CCC)c1=O
Multiplicity: 1
Frontier orbital gap: 0.319 hartree
Charge: 0

=====

Entry 3:
ORCA calculation (ωB97M-V/def2-TZVPD) on a single CH6N4S molecule.

XYZ file:
```
12
CH6N4S, DFT ωB97M-V/def2-TZVPD
C -0.05807 0.73039 -0.22685
H 1.83117 -1.44068 -1.02486
H 2.32893 -1.36999 0.45704
H 1.98191 0.88889 -0.26520
H -1.31760 2.05708 0.10210
H -0.73180 -1.29077 0.46392
H -2.75133 -0.03839 1.16708
N 1.56648 -1.17199 -0.11447
N 1.23547 0.29353 -0.05192
N -0.31361 1.99173 -0.14298
N -1.01761 -0.26228 -0.15009
S -2.75394 -0.38751 -0.21376
```

SMILES: [H]/N=C(/NN)NS
Multiplicity: 1
Frontier orbital gap: 0.340 hartree
Charge: 0

=====

Entry 4:
ORCA calculation (ωB97M-V/def2-TZVPD) on a single C5H10N2S molecule.

XYZ file:
```
18
C5H10N2S, DFT ωB97M-V/def2-TZVPD
C -1.06632 -0.89974 2.30885
C 0.86814 0.32012 1.15906
C 0.48563 -0.11448 -0.20712
C -0.69346 1.02949 -2.30471
C -0.61305 2.09016 -1.17810
H -1.01313 -1.72203 1.49581
H -0.44824 -1.04451 3.46418
H -2.19525 -0.65023 2.40468
H -0.40421 0.85339 2.75658
H 1.19046 1.34031 1.31591
H 1.68399 -0.34366 1.76796
H -0.51118 1.30385 -3.28865
H -1.70561 0.50160 -2.60886
H -0.18408 3.16478 -1.18062
H -1.55245 2.10670 -0.41459
N -0.48932 0.29362 1.83473
N 0.25506 0.91127 -1.08668
S 0.80586 -1.78111 -0.60104
```

SMILES: CNCC(=S)N1CC1
Multiplicity: 1
Frontier orbital gap: 0.308 hartree
Charge: 0

=====

Entry 5:
ORCA calculation (ωB97M-V/def2-TZVPD) on a molecular structure, C9H19Cl2I2IrO3P2.

XYZ file:
```
38
C9H19Cl2I2IrO3P2, DFT ωB97M-V/def2-TZVPD
I 4.14567 2.90513 -3.02501
I 5.17553 0.06700 -2.42112
Ir 0.04753 0.19924 -0.12892
P 1.18677 0.77694 1.84795
C 2.85804 1.46424 1.73070
C 0.18541 2.02610 2.72099
H 0.65143 2.28658 3.67995
H 1.52839 -0.37584 3.96139
H -0.82224 1.62249 2.89414
H 0.29961 -1.19099 2.92356
H 2.84151 2.34109 1.07230
H 0.10415 2.92534 2.09776
C 1.27244 -0.68000 2.93704
H 3.20607 1.75716 2.73139
H 2.03949 -1.36515 2.55307
H 3.52866 0.70892 1.30419
P -0.62917 -0.73778 -2.17170
C 0.43778 -0.56466 -3.62467
C -0.94496 -2.51183 -1.91515
H -2.91784 -0.06341 -1.79401
H -2.63586 -0.45526 -3.52498
H -2.05804 1.09553 -2.83708
C -2.21817 0.02972 -2.63396
H -1.44721 -2.64620 -0.94701
H -1.56921 -2.91150 -2.72560
H -0.06922 -0.98281 -4.50558
H 1.38133 -1.09320 -3.44691
H 0.01469 -3.04415 -1.89230
H 0.65080 0.49801 -3.79073
C 1.55254 0.68725 -0.98399
O 2.52864 1.00243 -1.53805
Cl -3.74224 -2.33092 2.23417
C -3.47367 -0.62414 1.89384
Cl -3.43095 0.44119 3.33824
C -2.16058 -0.40105 1.12626
O -1.96751 0.70821 0.53827
O -1.25252 -1.29403 1.05518
H -4.29708 -0.26964 1.26636
```

Multiplicity: 5
Frontier orbital gap (spin up / spin down): 0.348 / 0.138 hartree
Charge: +2

=====

Entry 6:
ORCA calculation (ωB97M-V/def2-TZVPD) on 2 unconnected molecules or ions with the total composition C5H8BrN2.

XYZ file:
```
16
C5H8BrN2, DFT ωB97M-V/def2-TZVPD
C 1.66374 0.85467 1.88606
C -2.28758 -0.16459 -0.62217
C 0.48267 0.37343 1.49009
C -1.40847 0.54431 0.00469
C 0.58069 -0.42536 -0.81451
N 0.01045 0.19373 0.12089
N 0.44696 -0.64556 -2.07162
Br 2.67745 -1.93993 -0.04632
H 1.77016 0.89888 2.94146
H 2.27690 0.98267 1.04654
H -3.21370 0.20347 -0.69681
H -2.10227 -1.18796 -0.81769
H -0.22733 0.30019 2.22152
H -1.54527 1.50103 0.35243
H -0.16900 -0.10911 -2.64456
H 1.04459 -1.37986 -2.34999
```

Multiplicity: 1
Frontier orbital gap (spin up / spin down): 0.269 / 0.266 hartree
Charge: +1

=====

Entry 7:
ORCA calculation (ωB97M-V/def2-TZVPD) on a molecular structure, C19H41NOP2PdSi.

XYZ file:
```
66
C19H41NOP2PdSi, DFT ωB97M-V/def2-TZVPD
Pd -0.03791 -0.15088 -0.22038
Si 0.20106 -2.15110 -1.32848
P 0.48921 1.17565 -2.13256
N -1.97098 0.20993 -0.18380
H 0.60789 1.20528 0.59132
C 0.82349 2.95923 -2.01749
H 0.98290 3.37256 -3.03540
H 1.72181 3.12385 -1.40272
H -0.03013 3.46038 -1.53671
C 1.92632 0.55246 -3.06661
H 2.04315 1.19112 -3.95900
H 1.77373 -0.49094 -3.36354
H 2.82104 0.61695 -2.43139
C -0.90910 1.05098 -3.29339
H -0.65593 1.59938 -4.21370
H -1.79201 1.49056 -2.81372
H -1.11053 -0.00089 -3.51553
C 1.86930 -2.99510 -1.48707
H 2.28424 -3.23054 -0.51502
H 2.57237 -2.37426 -2.02793
H 1.71039 -3.92526 -2.03990
H -0.63309 -3.14118 -0.57564
H -0.25567 -1.97942 -2.74092
C -3.21821 0.00786 -0.47692
C -5.46765 0.83193 -0.10808
C -4.11548 0.94265 0.12760
C -3.71440 -1.05292 -1.29832
C -5.08075 -1.13482 -1.51979
C -5.96258 -0.19505 -0.93085
H -6.14270 1.55328 0.35224
H -3.64634 1.70750 0.75767
H -2.99330 -1.76176 -1.72081
H -5.47714 -1.92230 -2.14602
H -7.02030 -0.27171 -1.11653
C 3.32928 -0.18146 0.67289
O 2.39485 -0.60904 -0.05014
C 3.11640 0.49546 1.97710
H 4.04589 1.02006 2.23422
H 2.91637 -0.26385 2.75143
H 2.27116 1.19439 1.94895
C 4.73719 -0.46991 0.28370
H 5.30621 0.45851 0.18730
H 4.78499 -1.03068 -0.66657
H 5.22338 -1.05261 1.07375
C -2.39677 -3.33717 2.07490
C -1.92814 -2.06433 2.78057
P -0.55754 -1.12490 2.00395
C -0.51523 0.29782 3.14566
C -0.51369 0.10768 4.66619
C 0.80585 -2.34353 2.20379
C 1.07568 -3.02760 3.54510
H -2.77075 -3.12862 1.06638
H -3.21597 -3.77504 2.66324
H -1.59285 -4.07810 2.01892
H -2.76150 -1.36448 2.92272
H -1.53937 -2.31203 3.78993
H 0.29163 0.97080 2.82305
H -1.47013 0.80023 2.86875
H 0.38200 -0.39622 5.05258
H -0.55936 1.10041 5.12463
H -1.40812 -0.43174 4.98538
H 0.51631 -3.13780 1.47353
H 1.73289 -1.88207 1.80703
H 0.20595 -3.61180 3.87031
H 1.89981 -3.73822 3.39309
H 1.37715 -2.33229 4.34468
```

Multiplicity: 5
Frontier orbital gap (spin up / spin down): 0.178 / 0.240 hartree
Charge: 0

=====

Entry 8:
ORCA calculation (ωB97M-V/def2-TZVPD) on a single C10H13NO molecule.

XYZ file:
```
25
C10H13NO, DFT ωB97M-V/def2-TZVPD
C -0.69701 -0.67250 -2.82714
C -0.82616 -2.07620 -2.69011
C 0.15455 -0.02534 -2.05181
C -0.52284 -2.69532 -1.53863
C 0.85406 -0.61017 -0.89677
C 0.31967 -2.06615 -0.49972
C 0.00379 1.83179 1.35814
C 1.02404 2.31635 2.33793
C -1.40725 2.24122 1.73027
C 0.88326 -2.46895 0.64012
N -0.04100 1.02211 0.37307
O 1.10341 0.27882 0.12583
H -1.21423 -0.01686 -3.59938
H -1.48220 -2.57923 -3.37792
H 0.24034 1.06382 -2.17996
H -0.85834 -3.75326 -1.21328
H 1.94067 -0.85684 -1.32827
H 2.02801 1.91543 2.06842
H 0.77496 1.84009 3.32958
H 0.94971 3.36090 2.32642
H -1.64073 3.28702 1.68637
H -2.02960 1.76894 0.96452
H -1.58726 2.09596 2.84892
H 0.60454 -3.40469 1.16867
H 1.42562 -1.79695 1.24474
```

SMILES: C=C1C=CC=C[C@H]1ON=C(C)C
Multiplicity: 1
Frontier orbital gap: 0.304 hartree
Charge: 0

=====

Entry 9:
ORCA calculation (ωB97M-V/def2-TZVPD) on a molecular structure, C18H15IrN5O10S2.

XYZ file:
```
51
C18H15IrN5O10S2, DFT ωB97M-V/def2-TZVPD
Ir -0.77133 1.25368 1.47818
C 3.45823 -3.55060 3.18311
C 2.52491 -2.56098 2.54828
C 1.15920 -2.58692 2.80838
C 0.33412 -1.64832 2.22107
N 0.78396 -0.70554 1.38624
C 2.09068 -0.67441 1.13442
C 2.98569 -1.57596 1.68523
H 2.98747 -4.52945 3.27083
H 3.73029 -3.22339 4.18853
H 4.37541 -3.65449 2.60479
H 0.73080 -3.32435 3.47420
H -0.72959 -1.63822 2.42540
H 2.42280 0.10228 0.45804
H 4.03628 -1.50243 1.43478
O -3.00218 2.21326 0.99897
H -3.04893 2.44070 1.94629
H -3.46220 1.36299 0.91096
O -1.28921 4.61948 -2.45879
C -0.78640 3.60431 -2.07995
O -0.81834 3.35398 -0.70784
C -0.11181 2.57609 -2.90862
C -0.24120 1.21473 -2.60674
C 0.48792 0.30479 -3.36870
C 1.31120 0.71787 -4.39675
C 1.39533 2.08806 -4.72500
C 0.67269 3.02068 -3.95600
N 2.17990 2.50898 -5.78353
O 2.85026 1.64283 -6.43097
O 2.21700 3.74497 -6.07299
H -0.93981 0.86943 -1.85590
H 0.39684 -0.75441 -3.15589
H 1.89117 0.02006 -4.98167
H 0.76236 4.07210 -4.18165
O -1.67270 0.87760 5.34376
S -1.40822 1.11567 3.95675
O -1.80220 2.46629 3.44855
O 0.06276 1.00205 3.58463
O -2.06437 0.13541 3.01529
N -1.09376 -2.06239 -0.70708
C -2.05915 -1.35926 -0.03872
O -1.98883 -0.09804 -0.03568
C -3.13392 -2.05844 0.55428
C -3.14352 -3.46546 0.58523
N -3.12949 -4.62153 0.63319
C -4.21899 -1.32732 1.08352
N -5.12160 -0.74278 1.50273
H -1.00622 -3.04962 -0.52789
H -0.24009 -1.55116 -0.86376
S 1.52887 2.53183 0.07057
C -0.09205 2.40535 -0.09208
```

Multiplicity: 6
Frontier orbital gap (spin up / spin down): 0.161 / 0.239 hartree
Charge: -2

=====

| no. | maximum force (eV/Å) |
| --- | --- |
| 1 | 2.44 |
| 2 | 0.91 |
| 3 | 6.76 |
| 4 | 4.07 |
| 5 | 1.90 |
| 6 | 4.18 |
| 7 | 3.51 |
| 8 | 4.40 |
| 9 | 1.03 |